# 1
27
Properties=species:S:1:pos:R:3:mulliken_charge:R:1 method="wB97M-V/def2-TZVPD" orbital_gap_ev=8.37 charge=0 lumo_energy_ev=0.5 homo_ev=-7.88
C 0.551 -1.807 1.622 -0.712
H -2.156 1.117 -0.889 0.453
C 0.086 -0.199 -3.069 -0.642
N 0.156 -0.063 3.249 -0.786
C -0.462 0.008 -0.294 0.172
H 2.272 -0.998 -3.817 0.377
C -0.023 -0.500 2.009 0.626
C -0.834 2.151 2.850 0.261
H 0.321 -0.193 -4.122 0.299
C 0.905 -0.821 -2.219 0.937
C -1.283 1.547 1.502 -0.534
H -1.730 0.802 -3.401 0.381
C -1.093 0.448 -2.606 -0.928
H 0.679 -2.442 2.499 0.370
H 2.156 -2.539 -2.992 0.251
N -0.615 0.291 1.090 0.088
C -1.292 0.562 -1.217 -0.410
H -0.227 -2.264 1.094 0.401
N -0.263 1.216 3.653 0.023
H -2.338 1.408 1.500 0.373
H -1.085 2.362 0.780 0.403
H -0.250 1.431 4.705 0.293
O -1.145 3.242 3.361 -0.666
S 1.791 -1.470 0.396 -0.232
C 0.710 -0.695 -0.747 0.197
C 2.169 -1.422 -2.808 -1.385
H 2.999 -1.172 -2.129 0.390



# 2
24
Properties=species:S:1:pos:R:3:mulliken_charge:R:1 method="wB97M-V/def2-TZVPD" orbital_gap_ev=8.47 charge=0 lumo_energy_ev=0.2 homo_ev=-8.23
H -1.610 -2.958 0.485 0.337
H -2.185 1.734 1.643 0.313
H -0.745 2.656 1.050 0.379
C 1.059 -0.933 0.190 0.761
C 0.347 0.353 -0.162 0.837
H 3.264 2.234 -0.064 0.256
C 3.338 0.010 -0.062 -0.642
H 1.010 -3.057 0.485 0.196
H 4.441 0.034 0.181 0.300
C -1.011 0.350 -0.199 0.111
N -1.814 2.518 0.843 -0.647
O -3.050 -1.037 -0.356 -0.606
H -2.715 1.568 -0.747 0.448
H 2.740 -2.113 0.161 0.309
C -1.648 -0.909 -0.136 1.018
H -1.184 2.302 -1.083 0.475
C 0.374 -2.116 0.395 -0.782
H -3.395 -2.039 -0.655 0.361
H 0.838 2.427 -0.404 0.237
C 1.294 1.386 -0.355 -0.625
C 2.529 -1.074 0.009 -0.564
C 2.612 1.284 -0.175 -0.434
C -1.054 -2.075 0.191 -0.773
C -1.733 1.704 -0.381 -1.262



# 3
26
Properties=species:S:1:pos:R:3:mulliken_charge:R:1 method="wB97M-V/def2-TZVPD" orbital_gap_ev="8.04 / 5.78" charge=0 lumo_energy_ev="-0.5 / -1.7" homo_ev="-8.54 / -7.44"
O 0.358 1.738 -2.478 -0.623
O 0.029 2.909 -0.348 -0.613
C 3.114 0.744 1.075 -0.553
H -4.752 -1.083 -0.302 0.286
H -2.782 -2.140 0.181 0.410
C -3.824 -0.510 -0.556 -0.375
H 2.591 1.697 1.410 0.207
C -2.588 1.377 -1.364 -0.826
H -2.461 2.374 -1.658 0.460
H 3.578 -1.028 2.449 0.280
H 3.272 -2.199 -0.009 0.238
C -3.812 0.733 -1.171 -0.485
C 1.011 -0.757 0.512 -0.687
N 3.099 -1.263 -0.293 -0.598
C -2.676 -1.146 -0.073 -0.735
C -1.435 -0.510 -0.205 0.769
C -0.196 -1.123 0.372 -0.202
S 0.181 1.631 -1.046 0.977
H 2.022 -0.095 2.751 0.272
C -1.461 0.725 -0.786 0.382
C 2.334 -0.491 0.643 0.981
H 4.049 0.822 0.633 0.381
C 2.869 -0.361 2.053 -0.954
H -0.424 -2.057 0.863 0.328
H 2.689 -1.079 -1.213 0.290
H -4.782 1.091 -1.437 0.390



# 4
31
Properties=species:S:1:pos:R:3:lowdin_spin:R:1 method="wB97M-V/def2-TZVPD" orbital_gap_ev="7.71 / 4.47" multiplicity=2 charge=+1 lumo_energy_ev="-3.5 / -6.8" homo_ev="-11.25 / -11.25"
C 1.948 0.504 -0.201 0.001
H -1.901 3.617 -1.543 0.000
C -2.252 -1.566 3.017 0.079
C 3.957 1.089 -1.559 0.000
C 4.776 3.350 -1.559 0.000
H -2.959 4.078 1.347 0.000
H -3.653 2.994 0.089 0.000
C 4.855 2.051 -2.016 0.000
C 2.983 1.456 -0.614 0.000
O 1.000 0.886 0.580 0.004
C 2.935 2.778 -0.148 0.000
H 3.370 -0.707 -1.662 0.000
N -1.533 -0.981 2.304 0.228
C -0.037 -0.079 -2.628 0.007
H 5.477 4.088 -1.931 0.000
H -3.348 2.387 1.744 0.000
O 4.058 -0.152 -2.073 0.000
C -1.099 3.732 -0.814 0.000
H 2.183 3.039 0.585 0.000
S -3.242 -2.374 4.013 0.655
C 3.812 3.724 -0.621 0.000
C -3.003 3.059 0.961 0.000
O -1.610 1.236 -0.261 0.002
H -0.133 3.521 -1.270 0.000
H -1.100 4.735 -0.387 0.000
S 0.559 0.244 -3.972 0.000
S -1.356 2.551 0.496 0.000
O 1.917 -0.679 -0.648 0.007
Sn -0.432 -0.660 0.002 0.016
H 5.602 1.741 -2.735 0.000
H 3.761 4.744 -0.261 0.000



# 5
24
Properties=species:S:1:pos:R:3:mulliken_charge:R:1 method="wB97M-V/def2-TZVPD" orbital_gap_ev=9.24 charge=0 lumo_energy_ev=0.6 homo_ev=-8.59
H -3.305 -1.037 -0.627 0.327
S 0.241 2.145 0.515 -0.197
H 4.661 -1.208 -0.717 0.354
H -2.495 2.252 1.362 0.237
C 1.457 -0.357 -0.569 0.092
H -2.815 -1.629 0.990 0.388
C -1.353 1.390 -0.295 0.524
C -2.703 1.575 0.463 -0.806
H 2.459 -2.003 -1.225 0.361
H 4.841 1.233 0.373 0.412
H -1.537 0.017 1.508 0.279
H -1.787 -1.615 -0.460 0.355
C 3.970 0.726 0.095 -0.459
C 1.518 0.903 0.009 0.535
H 3.012 2.428 0.771 0.218
C -1.348 1.183 -1.700 0.081
C 2.821 1.426 0.328 -0.532
C -2.483 -1.157 0.106 -1.367
C 3.877 -0.509 -0.559 -0.605
H 0.422 -0.669 -0.715 0.166
H -3.486 1.574 -0.204 0.403
C 2.630 -1.057 -0.765 -0.473
C -1.939 0.243 0.507 0.209
N -1.294 1.069 -2.853 -0.503



# 6
24
Properties=species:S:1:pos:R:3:mulliken_charge:R:1 method="wB97M-V/def2-TZVPD" orbital_gap_ev=8.63 charge=0 lumo_energy_ev=0.4 homo_ev=-8.20
C 0.947 -0.436 2.785 -0.922
C 2.009 1.156 -1.965 -0.405
C -0.340 -0.832 2.040 -0.198
H 0.672 0.480 3.562 0.284
S -2.038 -1.133 0.123 -0.114
C -0.669 -0.409 0.705 0.376
H -1.339 1.658 -0.754 0.351
H 2.735 1.547 -2.689 0.162
C 0.780 1.876 -1.822 0.879
H 0.636 4.174 -2.817 0.252
C 1.544 -0.255 -0.297 -0.895
H 2.199 2.926 -3.383 0.221
C -1.388 -1.795 2.559 -0.614
C -0.235 1.462 -1.018 -0.765
C 0.246 0.349 -0.199 1.152
H -3.007 -3.178 1.540 0.212
C -2.212 -2.099 1.553 -0.322
H 1.788 0.056 1.945 0.281
C 0.873 2.987 -3.088 -0.865
H 1.376 -1.521 2.996 0.292
H 1.723 -1.176 0.231 0.522
H -1.158 -2.216 3.496 0.450
H 0.218 2.810 -3.957 0.269
N 2.490 0.077 -1.379 -0.605



Which of these has the highest charge? C11H11NO4S3Sn



Look up the charge of the sixth one. 0